Record 1
Entry from OMol25: the molecule C8H9NO2 (ωB97M-V with the def2-TZVPD basis set).

Cartesian coordinates (Å):
C  -2.0814  -1.9312  0.0564
N  -0.6592  -1.4584  -0.3257
C  -0.2442  -0.1220  -0.2474
C  -1.2675  0.8747  -0.2370
C  -0.9357  2.2915  0.0763
C  0.4252  2.6518  0.0564
C  1.4236  1.6600  -0.1433
C  1.1232  0.2882  -0.1559
C  2.3135  -0.6148  -0.0344
O  3.4890  -0.2573  -0.1774
O  1.8242  -1.8338  0.2164
H  -2.3171  -1.4861  1.1637
H  -2.0062  -2.9914  0.0327
H  -2.9102  -1.5748  -0.6253
H  0.0016  -2.1478  -0.3829
H  -2.2310  0.4286  -0.2158
H  -1.7331  2.9935  0.4630
H  0.7177  3.7359  0.1925
H  2.4819  1.9063  -0.1391
H  2.5857  -2.4127  0.4271

As for the HOMO energy: -7.976 eV. As for the SMILES: CNc1ccccc1C(=O)O. Its largest force on an atom is 4.44 eV/A. The value obtained for the HOMO-LUMO gap is 8.49 eV. For the total energy, the calculation gives -515.4548 a.u.

=====

Record 2
Entry from OMol25: the ion C8H9NO2P with charge -1 (ωB97M-V with the def2-TZVPD basis set).

Cartesian coordinates (Å):
C  -2.7115  2.5974  -0.1228
C  -1.7002  1.9603  0.0333
C  -0.6421  1.0411  0.3106
C  -0.8984  -0.1896  -0.3447
C  -1.3293  -1.2477  0.2023
C  -2.0449  -2.2426  0.6906
C  0.7261  1.5173  -0.2305
P  2.1029  0.4247  0.2020
O  1.9617  -0.2273  1.5613
O  3.3697  1.0827  -0.1943
N  1.7172  -0.7615  -0.9936
C  2.3581  -1.8428  -0.7512
H  -3.6329  2.9438  0.1738
H  -0.7991  0.9651  1.4390
H  -0.6322  -0.1278  -1.4141
H  -3.1279  -2.0443  0.8266
H  -1.5981  -3.1664  0.9622
H  0.6042  1.6073  -1.3091
H  1.0708  2.4396  0.2460
H  2.1476  -2.7082  -1.3589
H  3.0587  -2.0210  0.0717

As for the HOMO energy: -5.137 eV. As for the SMILES: C#C[C@@H](C=C=C)C[P@](=O)([O-])N=C. As for the total charge: -1. Its largest force on an atom is 3.58 eV/A. The value obtained for the HOMO-LUMO gap is 8.57 eV. For the total energy, the calculation gives -856.7904 a.u.

=====

Record 3
Entry from OMol25: the molecule C8H9NO3S (ωB97M-V with the def2-TZVPD basis set).

Cartesian coordinates (Å):
C  1.4037  2.3202  1.5975
C  0.2558  2.3614  2.3681
C  1.3866  1.7791  0.3218
C  -0.9435  1.8637  1.8577
C  0.2018  1.2402  -0.1755
C  -0.9035  1.2960  0.6172
C  0.1787  0.6081  -1.5683
C  -0.9258  -1.6042  -1.4520
N  0.1767  -0.8261  -1.5086
O  -1.7533  -2.9404  0.6735
O  -1.0872  -4.2357  -1.2678
O  0.6381  -3.0260  0.0011
S  -0.7583  -2.9544  -0.3468
H  2.3268  2.7207  1.9928
H  0.2783  2.7797  3.3650
H  2.2764  1.7977  -0.2935
H  -1.8545  1.9158  2.4360
H  -0.7172  0.9317  -2.1013
H  1.0640  0.9319  -2.1221
H  -1.8976  -1.1821  -1.6189
H  0.9607  -1.2612  -1.0255
H  -0.3066  -4.5161  -1.7503

As for the HOMO energy (spin up / spin down): -7.471 / -9.481 eV. Its largest force on an atom is 1.03 eV/A. The value obtained for the HOMO-LUMO gap (spin up / spin down) is 6.79 / 9.54 eV. For the total energy, the calculation gives -988.7638 a.u.

=====

Record 4
Entry from OMol25: the ion C8H9NO5 with charge -2 (ωB97M-V with the def2-TZVPD basis set).

Cartesian coordinates (Å):
C  -1.1918  -1.8064  -0.6462
C  -0.1498  -0.9981  -1.4354
C  0.5570  0.0380  -0.5135
C  2.0063  0.3045  -1.1514
O  2.2209  1.4727  -1.5348
O  2.7748  -0.6888  -1.2537
C  0.6994  -0.7305  1.2155
O  1.8473  -0.3216  1.7576
C  0.6771  0.4531  2.0124
C  0.2817  1.6092  1.1415
N  -0.2112  1.2053  -0.1643
C  -1.7555  1.5330  -0.3781
O  -2.1607  1.2430  -1.5077
O  -2.2861  2.0584  0.5798
H  -1.9791  -1.1102  -0.3325
H  -0.6921  -2.3872  0.2120
H  -1.7230  -2.6625  -1.3285
H  -0.6652  -0.4725  -2.2457
H  0.5841  -1.7232  -1.7896
H  0.3995  -1.7746  1.6412
H  0.2419  0.3877  3.0395
H  -0.5516  2.0548  1.5802
H  1.0760  2.3158  1.1016

As for the HOMO energy: -0.365 eV. As for the SMILES: CC[C@]1(C(=O)[O-])[C@H]2O[C@H]2CN1C(=O)[O-]. As for the total charge: -2. Its largest force on an atom is 4.41 eV/A. The value obtained for the HOMO-LUMO gap is 6.66 eV. For the total energy, the calculation gives -741.1191 a.u.

=====

Record 5
Entry from OMol25: a cluster of 2 separate species, C8H9NS in total (ωB97M-V with the def2-TZVPD basis set).

Cartesian coordinates (Å):
C  0.5909  0.2296  -2.8538
C  0.9502  0.2076  -1.6849
C  1.3693  0.1064  -0.2980
N  1.6080  1.1045  0.5181
C  2.3040  0.6776  1.5247
C  2.6732  -0.6293  1.5419
S  1.9975  -1.4322  0.2410
H  0.4732  0.1736  -3.8732
H  2.5439  1.4879  2.1640
H  3.1052  -1.2380  2.2864
C  -2.9068  0.2559  -0.7964
C  -1.8403  -0.4188  -0.4892
C  -1.2906  -0.2328  0.9638
H  -3.3070  0.9407  -0.1085
H  -3.3130  0.1992  -1.7054
H  -1.3031  -1.1585  -1.0689
H  -0.8382  0.8143  0.9002
H  -0.5710  -1.0018  1.2328
H  -2.2455  -0.0858  1.5053

As for the HOMO energy: -8.855 eV. As for the SMILES: C#Cc1nccs1.C=CC. Its largest force on an atom is 4.08 eV/A. The value obtained for the HOMO-LUMO gap is 8.90 eV. For the total energy, the calculation gives -763.0287 a.u.

=====

Record 6
Entry from OMol25: the ion C8H9O2S2 with charge +1 (ωB97M-V with the def2-TZVPD basis set).

Cartesian coordinates (Å):
C  -1.6200  0.4903  -1.7634
C  -1.9439  -0.6223  -2.4183
C  -0.4131  0.4370  -1.0662
C  0.1481  -0.7600  -1.3194
C  0.3637  1.2735  1.2302
C  0.4134  1.3659  -0.3470
C  1.0118  -0.0942  1.4673
C  -0.0074  -1.1951  1.8544
O  2.7705  -1.3457  -0.2794
O  1.7659  1.0502  -0.7142
S  -0.7322  -1.8368  -2.3244
S  1.6809  -0.4878  -0.2068
H  -2.4819  1.2614  -1.6173
H  -2.8850  -0.9290  -2.8658
H  1.0630  2.0901  1.7669
H  -0.6034  1.4225  1.5305
H  0.1292  2.3639  -0.7472
H  1.9624  -0.1342  1.9513
H  -0.9840  -0.8325  1.8425
H  0.1364  -1.5239  2.8833
H  0.2256  -1.9933  1.1427

As for the HOMO energy: -13.853 eV. As for the total charge: +1. Its largest force on an atom is 5.19 eV/A. The value obtained for the HOMO-LUMO gap is 10.02 eV. For the total energy, the calculation gives -1256.7064 a.u.

=====

Summary of energy above the lowest of the compared OMol25 structures with the same formula, charge and spin in eV
0.6528, 1.3632, 3.6659, 0.0000, 2.5883, 0.5311
(order as listed above)